A cluster of 6 separate species, C39H41IN3O23 in total in a non-equilibrium geometry, computed with wB97M-V/def2-TZVPD.

Element x y z (Å)
C -0.416 5.832 3.711
C -0.939 4.246 3.789
O 0.165 3.362 4.199
C 0.436 2.310 3.204
C 1.808 2.712 2.402
O 2.673 1.528 2.112
C 2.369 1.049 0.733
N 3.040 1.913 -0.348
C 2.972 1.561 -1.702
N 3.672 2.487 -2.665
I 2.630 4.253 -2.965
N 2.175 0.325 -2.025
C 2.564 -0.338 -3.319
O 1.330 -0.934 -3.889
C 1.037 -0.407 -5.231
C 0.811 1.226 -5.290
H 0.139 6.026 2.690
H -1.353 6.569 3.758
H 0.324 6.099 4.578
H -1.810 4.152 4.578
H -1.389 3.996 2.730
H 0.681 1.324 3.832
H -0.470 2.031 2.518
H 1.567 3.307 1.420
H 2.457 3.408 3.117
H 2.749 -0.080 0.699
H 1.198 1.007 0.547
H 3.552 2.792 -0.031
H 4.615 2.731 -2.244
H 1.142 0.455 -1.915
H 3.155 0.325 -4.076
H 3.274 -1.252 -3.044
H 0.021 -0.918 -5.590
H 1.878 -0.792 -5.962
H 0.080 1.639 -4.464
H 1.901 1.703 -5.209
H 0.448 1.475 -6.397
C 4.628 -2.099 3.165
C 4.735 -2.137 1.835
C 6.065 -2.107 1.165
O 6.132 -2.163 -0.058
C 7.262 -2.006 2.014
C 7.155 -1.964 3.343
C 5.827 -2.021 4.014
O 5.761 -1.999 5.238
O 8.276 -1.865 4.147
O 3.613 -2.207 1.031
H 3.668 -2.122 3.665
H 8.221 -1.967 1.513
H 7.936 -1.854 5.068
H 3.953 -2.225 0.110
C -4.703 1.114 -0.641
C -3.451 1.373 -1.022
C -2.286 0.858 -0.250
O -1.146 1.096 -0.635
C -2.556 0.077 0.967
C -3.808 -0.179 1.349
C -4.973 0.312 0.562
O -6.112 0.046 0.929
O -4.070 -0.911 2.493
O -3.189 2.128 -2.150
H -5.559 1.480 -1.194
H -1.700 -0.276 1.528
H -5.049 -0.959 2.554
H -2.210 2.172 -2.214
C -9.678 -2.715 -0.943
C -10.510 -3.498 -0.254
C -10.716 -3.311 1.209
O -11.502 -4.033 1.811
C -9.950 -2.250 1.883
C -9.115 -1.470 1.194
C -8.930 -1.640 -0.273
O -8.169 -0.895 -0.882
O -8.389 -0.473 1.821
O -11.214 -4.513 -0.876
H -9.520 -2.839 -2.007
H -10.096 -2.137 2.949
H -7.861 -0.049 1.111
H -11.748 -4.933 -0.166
C -3.949 -4.725 -0.856
C -3.997 -4.131 0.338
C -5.268 -4.046 1.109
O -5.277 -3.510 2.212
C -6.482 -4.614 0.502
C -6.434 -5.205 -0.693
C -5.158 -5.314 -1.451
O -5.142 -5.880 -2.540
O -7.571 -5.739 -1.270
O -2.865 -3.572 0.903
H -3.031 -4.796 -1.426
H -7.402 -4.529 1.066
H -7.278 -6.110 -2.131
H -3.158 -3.206 1.766
C 8.034 3.620 -2.724
C 9.286 3.879 -3.105
C 10.451 3.365 -2.333
O 11.590 3.602 -2.718
C 10.181 2.583 -1.116
C 8.928 2.327 -0.733
C 7.764 2.818 -1.521
O 6.624 2.552 -1.154
O 8.667 1.596 0.410
O 9.547 4.634 -4.233
H 7.177 3.986 -3.277
H 11.037 2.230 -0.555
H 7.688 1.547 0.471
H 10.526 4.678 -4.297

Output
total charge: +1
E_HOMO: -10.9038 eV
LUMO energy: -0.17466 hartree
max |F|: 0.089 Eh/bohr
HOMO-LUMO gap: 6.15 eV
DFT total energy: -3702.68691 Eh

A structure of composition C39H41N5O6S3W in a non-equilibrium geometry, computed with wB97M-V/def2-TZVPD.

Element x y z (Å)
W 0.952 -0.027 0.520
O 3.035 -2.596 -1.926
C 2.721 -2.350 -0.773
O 2.283 -1.158 -0.435
C 2.811 -3.379 0.286
C 3.725 -4.421 0.119
C 3.841 -5.412 1.070
C 3.019 -5.377 2.195
C 2.099 -4.361 2.359
C 1.981 -3.343 1.404
S 0.705 -2.168 1.655
H 4.334 -4.422 -0.775
H 4.559 -6.211 0.942
H 3.097 -6.151 2.948
H 1.452 -4.338 3.227
O -0.988 2.810 -5.719
C -0.360 1.543 -5.666
C 0.007 1.224 -4.247
C 0.775 0.104 -3.940
C 1.069 -0.200 -2.635
N 0.660 0.546 -1.579
C -0.044 1.661 -1.888
C -0.387 2.009 -3.191
C -0.389 2.497 -0.753
C -1.114 3.681 -0.863
C -1.339 4.466 0.248
C -2.128 5.746 0.135
O -3.300 5.600 -0.649
C -0.795 4.039 1.455
C -0.100 2.855 1.502
N 0.083 2.064 0.431
H -1.232 2.999 -6.629
H 0.547 1.523 -6.281
H -1.029 0.758 -6.039
H 1.162 -0.545 -4.716
H 1.670 -1.064 -2.422
H -0.954 2.906 -3.383
H -1.507 3.992 -1.819
H -1.527 6.500 -0.375
H -2.357 6.128 1.134
H -3.878 4.960 -0.221
H -0.911 4.620 2.361
H 0.352 2.519 2.421
O -2.529 0.164 4.974
C -1.335 0.524 5.472
C -1.271 0.831 6.831
C -0.075 1.202 7.410
C 1.090 1.277 6.649
C 1.034 0.977 5.303
C -0.167 0.606 4.692
C -0.164 0.327 3.249
O 0.932 0.513 2.590
N -1.282 -0.010 2.667
N -1.121 -0.139 1.290
C -2.220 -0.357 0.659
S -3.743 -0.505 1.497
C -4.627 -1.178 0.061
C -4.067 -0.555 -1.201
S -2.260 -0.523 -1.068
H -2.407 -0.031 4.017
H -2.183 0.763 7.411
H -0.046 1.433 8.468
H 2.028 1.561 7.106
H 1.922 1.022 4.687
H -5.682 -0.938 0.188
H -4.507 -2.260 0.047
H -4.448 0.453 -1.362
H -4.292 -1.174 -2.070
N -0.288 -3.125 -1.536
C -1.428 -3.433 -2.256
C -1.492 -3.182 -3.630
C -2.671 -3.390 -4.328
C -3.815 -3.841 -3.679
C -3.753 -4.098 -2.315
C -2.576 -3.899 -1.609
H -0.266 -3.425 -0.572
H 0.595 -3.260 -2.007
H -0.609 -2.813 -4.139
H -2.698 -3.195 -5.393
H -4.731 -4.006 -4.229
H -4.627 -4.470 -1.795
H -2.533 -4.108 -0.545
C 5.078 1.848 0.239
C 3.672 1.581 -0.303
C 3.196 2.806 -1.081
C 2.732 1.216 0.847
H 5.773 2.097 -0.567
H 5.468 0.976 0.768
H 5.062 2.687 0.942
H 3.741 0.733 -0.993
H 3.151 3.679 -0.421
H 2.209 2.663 -1.516
H 3.884 3.042 -1.897
H 2.481 2.128 1.398
H 3.268 0.584 1.565

Output
E_HOMO (alpha / beta): -6.3649 / -6.6263 eV
LUMO energy (alpha / beta): -0.01888 / -0.02168 hartree
max |F|: 0.021 Eh/bohr
HOMO-LUMO gap (alpha / beta): 5.85 / 6.04 eV
energy relative to the best compared isomer or geometry (same formula, charge and spin): 1.7 kcal/mol
DFT total energy: -3497.73027 Eh

A structure of composition C39H41NO2P2Re in a non-equilibrium geometry, computed with wB97M-V/def2-TZVPD.

Element x y z (Å)
Re -1.142 0.635 -1.457
C -2.281 1.105 -2.954
C -1.973 -0.359 -2.916
C -0.925 -0.991 -3.794
C 0.461 -0.299 -3.689
C 0.611 0.464 -2.398
C 0.210 1.865 -2.177
C -0.277 2.663 -3.359
C -1.615 2.080 -3.905
C 1.570 0.053 1.728
H -3.329 1.365 -2.760
H -2.832 -1.000 -2.677
H -1.282 -0.981 -4.830
H -0.802 -2.046 -3.506
H 1.237 -1.082 -3.694
H 0.673 0.319 -4.575
H 1.556 0.226 -1.907
H 0.867 2.402 -1.485
H 0.490 2.713 -4.153
H -0.454 3.696 -3.013
H -2.302 2.931 -4.006
H -1.511 1.638 -4.904
H 0.734 0.641 1.309
H 2.014 0.661 2.537
H 1.128 -0.850 2.177
P -0.679 -1.519 0.240
P 2.788 -0.341 0.470
C 0.780 -2.206 -0.466
C 1.970 -1.514 -0.648
C -1.868 -2.909 0.354
C -2.503 -3.436 -0.789
C -3.554 -4.345 -0.642
C -3.969 -4.755 0.629
C -3.324 -4.259 1.769
C -2.275 -3.356 1.635
C -2.636 1.108 0.036
C -2.742 2.482 0.252
C -4.028 3.040 0.322
C -5.153 2.204 0.229
C -4.996 0.816 0.188
C -3.719 0.236 0.172
C 4.138 -1.242 1.176
C 3.805 -2.407 1.892
C 4.826 -3.204 2.403
C 6.164 -2.844 2.190
C 6.484 -1.711 1.425
C 5.468 -0.900 0.912
C 3.280 1.290 -0.192
C 2.873 2.496 0.445
C 3.365 3.730 0.009
C 4.215 3.799 -1.101
C 4.552 2.632 -1.784
C 4.084 1.387 -1.343
H 0.680 -3.247 -0.812
H 2.589 -1.817 -1.514
H -2.184 -3.124 -1.784
H -4.060 -4.730 -1.527
H -4.793 -5.461 0.735
H -3.653 -4.577 2.760
H -1.773 -2.952 2.517
H -1.844 3.109 0.286
H -4.151 4.118 0.413
H -6.158 2.634 0.169
H -5.866 0.154 0.130
H -3.568 -0.847 0.218
H 2.757 -2.683 2.015
H 4.577 -4.111 2.958
H 6.962 -3.467 2.606
H 7.528 -1.471 1.221
H 5.709 -0.028 0.303
H 2.159 2.476 1.274
H 3.076 4.641 0.545
H 4.604 4.769 -1.422
H 5.188 2.690 -2.667
H 4.354 0.488 -1.900
O -1.261 3.200 2.703
C -1.421 2.069 3.163
C -2.334 1.807 4.367
C -2.159 0.339 4.643
C -1.223 -0.133 3.537
O -0.852 -1.320 3.455
N -0.878 0.892 2.711
H -2.007 2.438 5.202
H -3.375 2.053 4.117
H -1.685 0.171 5.614
H -3.108 -0.202 4.585

Output
total charge: +2
E_HOMO (alpha / beta): -13.1283 / -13.7016 eV
LUMO energy (alpha / beta): -0.24140 / -0.33269 hartree
max |F|: 0.168 Eh/bohr
HOMO-LUMO gap (alpha / beta): 6.56 / 4.65 eV
spin multiplicity: 4
<S²>: 3.86
energy relative to the best compared isomer or geometry (same formula, charge and spin): 0.0 kcal/mol
DFT total energy: -2476.12944 Eh

A structure of composition C39H42N3O4PPtTe, computed with wB97M-V/def2-TZVPD.

Element x y z (Å)
Pt 1.034 -0.823 0.886
C 4.234 0.625 -1.805
N 3.831 1.577 -0.759
C 4.704 2.724 -0.461
C 2.717 1.372 -0.107
O 1.943 0.412 -0.454
C 2.349 2.349 0.997
O 1.190 1.932 1.694
C 1.432 1.755 3.084
C 2.317 0.528 3.283
O 2.478 -0.261 2.301
N 2.926 0.342 4.425
C 2.834 1.303 5.534
C 3.857 -0.775 4.625
H 5.272 0.809 -2.061
H 4.127 -0.394 -1.441
H 3.620 0.761 -2.695
H 5.490 2.763 -1.208
H 4.152 3.661 -0.504
H 5.171 2.613 0.518
H 3.208 2.437 1.667
H 2.181 3.342 0.568
H 1.908 2.644 3.503
H 0.470 1.616 3.578
H 1.838 1.732 5.607
H 3.034 0.770 6.460
H 3.577 2.093 5.426
H 3.860 -1.419 3.753
H 4.859 -0.381 4.791
H 3.555 -1.337 5.507
O 0.340 -1.354 3.548
N 0.201 -1.982 2.325
C -0.224 -3.187 2.330
C -0.723 -3.950 1.194
C -1.299 -5.178 1.524
C -1.964 -5.939 0.574
C -2.084 -5.464 -0.721
C -1.505 -4.247 -1.064
C -0.805 -3.489 -0.129
P 0.013 -2.005 -0.741
C 1.135 -2.525 -2.048
C 1.725 -1.557 -2.870
C 2.570 -1.944 -3.895
C 2.853 -3.292 -4.097
C 2.290 -4.251 -3.269
C 1.430 -3.875 -2.246
C -1.398 -1.150 -1.593
C -2.543 -0.752 -0.818
C -3.717 -0.265 -1.465
C -3.725 -0.073 -2.830
C -2.579 -0.372 -3.557
C -1.430 -0.914 -2.947
H 0.149 -1.993 4.255
H -0.357 -3.664 3.300
H -1.239 -5.538 2.544
H -2.397 -6.891 0.852
H -2.608 -6.042 -1.470
H -1.580 -3.906 -2.091
H 1.520 -0.507 -2.711
H 3.012 -1.199 -4.543
H 3.515 -3.591 -4.898
H 2.518 -5.298 -3.416
H 1.018 -4.640 -1.604
H -2.640 -1.118 0.205
H -4.598 -0.066 -0.865
H -4.613 0.292 -3.329
H -2.575 -0.225 -4.631
H -0.594 -1.197 -3.572
Te -1.702 1.382 -0.130
C -1.884 2.557 -1.794
C -0.653 2.891 -2.381
C -0.637 3.751 -3.466
C -1.834 4.243 -3.972
C -3.059 3.889 -3.399
C -3.093 3.046 -2.307
C -3.316 2.051 1.017
C -3.878 1.168 1.940
C -4.892 1.623 2.764
C -5.310 2.949 2.682
C -4.719 3.823 1.780
C -3.719 3.382 0.923
H 0.274 2.484 -1.990
H 0.301 4.039 -3.920
H -1.820 4.907 -4.826
H -3.980 4.281 -3.809
H -4.038 2.789 -1.845
H -3.543 0.139 2.023
H -5.355 0.950 3.472
H -6.097 3.304 3.333
H -5.037 4.856 1.733
H -3.266 4.073 0.226

Output
total charge: +4
E_HOMO: -18.7394 eV
LUMO energy: -0.47572 hartree
max |F|: 0.017 Eh/bohr
HOMO-LUMO gap: 5.79 eV
energy relative to the best compared isomer or geometry (same formula, charge and spin): 0.0 kcal/mol
DFT total energy: -2703.81382 Eh

A structure of composition C39H42N5O2S3Tc, computed with wB97M-V/def2-TZVPD.

Element x y z (Å)
Tc -0.546 0.871 -0.441
C -1.427 -2.096 -3.313
C -0.576 -1.863 -2.062
C 0.763 -2.592 -2.150
C -1.386 -2.221 -0.822
C -1.313 -3.501 -0.295
C -2.124 -3.878 0.765
C -3.016 -2.977 1.322
C -3.116 -1.675 0.853
C -4.105 -0.726 1.495
C -5.542 -1.179 1.213
C -3.852 -0.595 2.998
C -2.301 -1.315 -0.234
N -2.300 0.013 -0.741
C -3.322 0.650 -1.401
O -4.438 0.251 -1.595
C -2.811 1.974 -1.929
C -3.485 2.920 -2.671
C -2.757 3.996 -3.173
C -1.376 4.081 -2.985
C -0.768 3.090 -2.251
N -1.507 2.119 -1.715
C 0.715 2.835 -2.082
O 1.559 3.623 -2.387
N 0.910 1.537 -1.576
C 2.096 0.777 -1.848
C 2.695 0.092 -0.781
C 3.818 -0.679 -1.030
C 4.321 -0.795 -2.317
C 3.678 -0.167 -3.365
C 2.541 0.611 -3.165
C 1.830 1.179 -4.383
C 1.457 0.069 -5.372
C 2.677 2.252 -5.073
C 2.189 0.228 0.645
C 2.419 -0.998 1.519
C 2.752 1.491 1.284
H -0.887 -1.797 -4.214
H -2.367 -1.542 -3.271
H -1.673 -3.156 -3.400
H -0.335 -0.789 -2.048
H 0.628 -3.646 -2.400
H 1.320 -2.531 -1.212
H 1.379 -2.147 -2.933
H -0.631 -4.221 -0.724
H -2.061 -4.885 1.155
H -3.646 -3.291 2.144
H -3.975 0.259 1.047
H -5.739 -2.155 1.661
H -5.728 -1.247 0.141
H -6.248 -0.467 1.641
H -3.992 -1.550 3.507
H -4.556 0.116 3.435
H -2.840 -0.244 3.206
H -4.543 2.797 -2.855
H -3.263 4.757 -3.752
H -0.779 4.871 -3.418
H 4.305 -1.203 -0.219
H 5.199 -1.400 -2.501
H 4.055 -0.296 -4.372
H 0.888 1.630 -4.061
H 2.343 -0.368 -5.834
H 0.839 0.478 -6.173
H 0.900 -0.734 -4.886
H 3.643 1.838 -5.366
H 2.858 3.103 -4.420
H 2.178 2.604 -5.977
H 1.056 0.317 0.635
H 3.473 -1.080 1.784
H 2.114 -1.918 1.016
H 1.857 -0.902 2.447
H 3.841 1.442 1.224
H 2.479 1.564 2.335
H 2.432 2.394 0.761
S 2.477 3.460 5.220
C 1.341 2.653 4.360
S 0.444 3.442 3.093
C -0.341 1.948 2.709
N -0.019 0.975 3.467
N 0.895 1.347 4.413
C 1.263 0.312 5.354
C 1.963 0.599 6.516
C 2.286 -0.434 7.388
C 1.914 -1.738 7.117
C 1.194 -2.012 5.963
C 0.864 -0.996 5.082
S -1.575 1.805 1.483
H 2.255 1.607 6.753
H 2.833 -0.201 8.292
H 2.170 -2.534 7.804
H 0.878 -3.024 5.745
H 0.281 -1.215 4.201

Output
total charge: +1
E_HOMO (alpha / beta): -10.3729 / -10.4239 eV
LUMO energy (alpha / beta): -0.17316 / -0.20296 hartree
max |F|: 0.012 Eh/bohr
HOMO-LUMO gap (alpha / beta): 5.66 / 4.90 eV
spin multiplicity: 4
<S²>: 3.78
DFT total energy: -3210.75530 Eh

> The lowest max |F| belongs to which entry?

C39H42N5O2S3Tc

> The lowest max |F| belongs to which entry?

C39H42N5O2S3Tc